Record 1
Formula: C36H27AlFO12S
Source: the Open Molecules 2025 dataset
Level of theory: ωB97M-V/def2-TZVPD

- LUMO level: -0.63 eV
- Molecular weight: 729.65 g mol⁻¹

Structure (ORCA input):
```
! RIJCOSX wB97M-V def2-TZVPD def2/J DEFGRID3
* xyz -1 1
F -7.656 -1.610 0.401
Al -8.124 -2.123 1.972
S -6.260 -3.164 2.895
H -8.488 -0.822 2.839
H -9.298 -3.228 1.960
H -5.300 -2.451 2.284
C -3.546 -3.865 5.175
C -3.495 -5.194 5.259
C -2.253 -5.904 5.638
O -2.205 -7.116 5.719
C -1.050 -5.078 5.917
C -1.095 -3.752 5.837
C -2.347 -3.042 5.464
O -2.364 -1.830 5.399
H -4.454 -3.350 4.879
H -4.356 -5.812 5.040
H -0.150 -5.615 6.190
H -0.231 -3.134 6.040
C 4.733 -2.934 4.186
C 3.796 -3.581 4.873
C 2.886 -2.858 5.797
O 2.036 -3.448 6.429
C 3.049 -1.387 5.916
C 3.990 -0.742 5.233
C 4.907 -1.467 4.320
O 5.773 -0.882 3.702
H 5.411 -3.431 3.504
H 3.642 -4.650 4.799
H 2.358 -0.888 6.584
H 4.134 0.329 5.299
C 5.899 2.255 -1.144
C 6.379 1.115 -1.635
C 6.634 -0.050 -0.748
O 7.068 -1.093 -1.191
C 6.333 0.106 0.697
C 5.854 1.248 1.183
C 5.603 2.415 0.302
O 5.180 3.462 0.744
H 5.704 3.120 -1.766
H 6.596 0.985 -2.687
H 6.529 -0.748 1.331
H 5.634 1.378 2.234
C -4.866 0.932 0.554
C -6.064 1.079 1.115
C -6.200 1.691 2.466
O -7.276 1.892 2.983
C -4.945 2.069 3.172
C -3.752 1.910 2.607
C -3.623 1.342 1.242
O -2.532 1.222 0.718
H -4.739 0.488 -0.425
H -6.971 0.731 0.636
H -5.075 2.482 4.165
H -2.825 2.179 3.098
C 3.580 2.296 -5.150
C 2.280 2.217 -5.424
C 1.609 0.900 -5.563
O 0.428 0.821 -5.831
C 2.432 -0.321 -5.369
C 3.730 -0.239 -5.096
C 4.405 1.078 -4.971
O 5.593 1.149 -4.728
H 4.100 3.240 -5.050
H 1.656 3.086 -5.581
H 1.908 -1.264 -5.464
H 4.360 -1.107 -4.948
C -1.483 5.387 -7.863
C -2.775 5.310 -8.167
C -3.449 3.996 -8.336
O -4.622 3.931 -8.633
C -2.630 2.775 -8.136
C -1.337 2.849 -7.833
C -0.664 4.162 -7.679
O 0.519 4.240 -7.415
H -0.961 6.327 -7.737
H -3.400 6.182 -8.311
H -3.151 1.833 -8.251
H -0.718 1.978 -7.666
*
```

Record 2
Formula: C4H7N3
Source: the Open Molecules 2025 dataset
Level of theory: ωB97M-V/def2-TZVPD

- LUMO level: 0.16 eV
- Molecular weight: 97.12 g mol⁻¹
- SMILES string: [H]/N=C(\C#N)NCC

Structure (ORCA input):
```
! RIJCOSX wB97M-V def2-TZVPD def2/J DEFGRID3
* xyz 0 1
H -2.562 1.489 1.643
N -1.802 1.778 1.024
C -1.004 0.814 0.823
C -1.247 -0.494 1.456
N -1.450 -1.496 1.999
N 0.144 0.984 0.026
C 0.358 0.064 -1.092
C 0.866 -1.333 -0.746
H 0.974 1.112 0.593
H -0.585 0.007 -1.646
H 1.074 0.554 -1.761
H 0.174 -1.877 -0.098
H 1.835 -1.280 -0.236
H 0.999 -1.916 -1.663
*
```

Record 3
Formula: CH4N4O
Source: the Open Molecules 2025 dataset
Level of theory: ωB97M-V/def2-TZVPD

- LUMO level: 1.10 eV
- Molecular weight: 88.07 g mol⁻¹

Structure (ORCA input):
```
! RIJCOSX wB97M-V def2-TZVPD def2/J DEFGRID3
* xyz 0 1
C 1.285 -0.138 1.363
N -2.418 0.652 -1.194
N -1.441 0.039 -1.442
N 1.236 0.579 0.348
N -0.556 -0.652 -1.474
O 0.874 -1.460 1.280
H 1.495 -0.016 2.320
H -2.802 1.307 -1.952
H 1.526 1.485 0.461
H 0.800 -1.796 0.290
*
```

Record 4
Formula: C16H50O9
Source: the Open Molecules 2025 dataset
Level of theory: ωB97M-V/def2-TZVPD

- LUMO level (alpha / beta): -2.89 / -9.38 eV
- Molecular weight: 386.57 g mol⁻¹

Structure (ORCA input):
```
! RIJCOSX wB97M-V def2-TZVPD def2/J DEFGRID3
* xyz 1 2
O 0.620 3.875 0.093
H 1.160 4.488 0.593
H -0.188 4.356 -0.083
C 0.650 -0.976 -5.145
C 0.237 -2.043 -4.148
O -1.127 -2.379 -4.312
H 1.482 -0.364 -4.796
H -0.080 -0.186 -5.322
H 1.029 -1.482 -6.032
H 0.267 -1.613 -3.147
H 0.895 -2.911 -4.177
H -1.281 -3.294 -4.555
C 0.087 -0.971 -0.306
C -0.041 0.431 -0.875
O -0.697 1.217 0.097
H -0.850 -1.445 -0.014
H 0.832 -1.000 0.489
H 0.447 -1.649 -1.080
H -0.603 0.451 -1.809
H 0.957 0.845 -1.019
H -0.334 2.106 0.091
C -2.171 1.151 -4.213
C -3.355 0.495 -5.091
O -2.640 -0.279 -6.018
H -1.609 1.970 -4.661
H -1.464 0.443 -3.779
H -2.721 1.724 -3.465
H -3.950 1.283 -5.553
H -3.973 -0.220 -4.548
H -2.375 -1.059 -5.525
C 3.974 2.516 3.427
C 3.569 1.389 2.466
O 3.197 1.894 1.158
H 3.336 2.681 4.295
H 3.963 3.433 2.837
H 4.911 2.324 3.949
H 2.680 0.820 2.734
H 4.291 0.572 2.486
H 2.265 2.090 1.041
C -1.337 3.261 3.295
C -0.045 2.763 3.898
O -0.300 2.809 5.310
H -1.183 3.374 2.222
H -1.762 4.137 3.786
H -2.137 2.521 3.268
H 0.767 3.468 3.721
H 0.307 1.795 3.542
H -0.830 3.593 5.470
C 1.696 -4.863 -1.424
C 2.543 -4.430 -0.180
O 2.673 -5.511 0.654
H 1.908 -4.226 -2.283
H 0.630 -4.853 -1.195
H 2.017 -5.858 -1.735
H 1.897 -3.743 0.367
H 3.488 -3.980 -0.485
H 3.261 -5.266 1.372
C 0.311 -1.926 3.884
C 1.814 -2.366 3.603
O 2.137 -3.578 4.261
H -0.279 -2.651 3.323
H 0.221 -0.955 3.397
H 0.024 -1.838 4.931
H 2.543 -1.653 3.991
H 2.027 -2.496 2.542
H 2.030 -3.390 5.197
C -3.798 2.433 -0.504
C -3.696 1.118 0.225
O -4.975 0.427 0.367
H -4.026 3.330 0.071
H -4.487 2.329 -1.341
H -2.823 2.678 -0.926
H -3.222 1.285 1.192
H -3.080 0.557 -0.477
H -5.701 1.018 0.580
*
```

Record 5
Formula: C6H11N5S
Source: the Open Molecules 2025 dataset
Level of theory: ωB97M-V/def2-TZVPD

- LUMO level (alpha / beta): 0.50 / -1.60 eV
- Molecular weight: 185.26 g mol⁻¹

Structure (ORCA input):
```
! RIJCOSX wB97M-V def2-TZVPD def2/J DEFGRID3
* xyz 0 3
C 4.121 0.424 0.164
C 2.022 -0.650 0.262
C -2.302 0.900 0.524
C -2.429 -0.579 0.798
C -0.824 1.216 0.265
C -1.648 -1.319 -0.339
N 4.719 1.340 -0.180
N 1.581 0.286 -0.763
N -0.584 0.035 -2.298
N 1.281 -1.589 0.663
N 3.292 -0.486 0.695
S -0.153 -0.154 -0.903
H -2.876 1.212 -0.302
H -2.545 1.598 1.412
H -1.865 -1.054 1.700
H -3.491 -0.921 0.985
H -0.619 2.121 -0.153
H -0.077 1.025 1.150
H -1.092 -2.343 0.029
H -2.306 -1.390 -1.233
H 1.994 1.207 -0.684
H 0.086 0.429 -2.954
H 3.717 -1.308 1.161
*
```

Record 6
Formula: C6H8BrN3O
Source: the Open Molecules 2025 dataset
Level of theory: ωB97M-V/def2-TZVPD

- LUMO level: -0.16 eV
- Molecular weight: 218.05 g mol⁻¹
- SMILES string: C=C/N=C(\Br)CC(N)=O.C#N

Structure (ORCA input):
```
! RIJCOSX wB97M-V def2-TZVPD def2/J DEFGRID3
* xyz 0 1
C 2.570 0.449 0.232
C 2.130 -0.581 -0.465
N 0.850 -0.771 -0.652
C -0.007 0.011 -1.146
Br 0.230 1.425 -2.487
C -1.465 -0.453 -1.010
C -1.855 -0.814 0.459
N -0.906 -1.104 1.393
O -3.031 -0.667 0.777
H 3.635 0.347 0.629
H 1.796 1.087 0.520
H 2.656 -1.437 -0.930
H -1.520 -1.521 -1.573
H -2.241 0.199 -1.288
H 0.125 -1.174 1.263
H -1.146 -1.137 2.333
C -0.640 2.010 0.602
N -0.005 1.814 1.559
H -1.176 2.316 -0.218
*
```

Record 7
Formula: C4H8FN2
Source: the Open Molecules 2025 dataset
Level of theory: ωB97M-V/def2-TZVPD

- LUMO level: -3.47 eV
- Molecular weight: 103.12 g mol⁻¹
- SMILES string: C=C(F)C(=[NH2+])NC

Structure (ORCA input):
```
! RIJCOSX wB97M-V def2-TZVPD def2/J DEFGRID3
* xyz 1 1
C 2.587 -0.767 0.423
C 1.781 0.044 -0.154
F 1.964 1.219 -0.798
C -0.016 -0.135 -0.142
N -0.581 -1.311 0.185
N -0.601 0.942 -0.349
C -2.101 0.979 -0.117
H 3.619 -0.467 0.593
H 2.247 -1.680 0.973
H -0.063 -2.093 0.294
H -1.591 -1.401 0.030
H -0.155 1.654 -0.900
H -2.580 0.570 -0.992
H -2.188 0.434 0.867
H -2.321 2.013 0.088
*
```

Number 1: E -82487.5590 eV. Number 2: E -8730.6029 eV. Number 3: E -9106.7050 eV. Number 4: E -35816.6524 eV. Number 5: E -24678.1416 eV. Number 6: E -82909.2646 eV. Number 7: E -9967.0558 eV.